{
  "formula": "C21H16FMnN2O7",
  "method": "wB97M-V/def2-TZVPD",
  "elements": ["Mn", "F", "O", "O", "O", "O", "O", "O", "O", "N", "N", "C", "C", "C", "C", "C", "C", "C", "C", "C", "C", "C", "C", "C", "C", "C", "C", "C", "C", "C", "C", "C", "H", "H", "H", "H", "H", "H", "H", "H", "H", "H", "H", "H", "H", "H", "H", "H"],
  "positions_angstrom": [[-0.85, -2.00, 1.42], [-0.08, 4.71, 1.02], [-0.18, -2.69, -0.08], [0.61, -3.01, -2.14], [-4.91, -2.30, 1.63], [-0.42, -0.25, 0.77], [-2.83, -2.01, 0.86], [1.40, -2.69, 4.69], [0.71, -2.27, 2.67], [-1.73, -2.46, 3.06], [1.26, 0.97, -2.76], [1.74, 3.77, -3.37], [0.11, 0.12, -0.35], [-1.61, -3.10, 5.35], [-3.06, -2.58, 3.10], [0.24, 3.79, 0.11], [3.50, 1.28, -3.71], [0.44, -2.56, 3.84], [0.31, -2.28, -1.24], [0.00, 2.47, 0.37], [-1.01, -2.73, 4.16], [0.34, 1.52, -0.60], [-3.63, -2.27, 1.77], [-3.00, -3.21, 5.39], [0.48, -0.78, -1.36], [1.04, -0.31, -2.53], [-3.74, -2.95, 4.25], [1.53, 2.72, -4.46], [1.15, 3.30, -2.07], [2.00, 1.35, -4.00], [0.92, 1.93, -1.83], [0.80, 4.21, -1.10], [3.79, 0.26, -3.44], [1.75, 0.62, -4.76], [4.06, 1.56, -4.60], [2.80, 3.98, -3.23], [0.47, 2.67, -4.72], [-5.20, -2.10, 0.72], [-4.82, -3.03, 4.23], [1.33, -1.02, -3.29], [-0.44, 2.16, 1.30], [-1.02, -3.32, 6.23], [2.08, 2.99, -5.37], [0.95, 5.27, -1.27], [-3.49, -3.50, 6.31], [1.15, -2.92, 5.60], [1.28, 4.71, -3.66], [3.79, 1.94, -2.90]],
  "e_tot_ev": -73375.553,
  "total_charge": 2,
  "e_above_lowest_ev": 0.360,
  "multiplicity": 5
}

{
  "formula": "C23H16AsO6Pb",
  "method": "wB97M-V/def2-TZVPD",
  "elements": ["Pb", "As", "O", "O", "O", "O", "O", "O", "C", "C", "C", "C", "C", "C", "C", "C", "C", "C", "C", "C", "C", "C", "C", "C", "C", "C", "C", "C", "C", "C", "C", "H", "H", "H", "H", "H", "H", "H", "H", "H", "H", "H", "H", "H", "H", "H", "H"],
  "positions_angstrom": [[0.15, 0.20, 0.14], [2.17, -0.52, 3.22], [1.45, 3.79, -0.76], [2.71, -0.94, -2.31], [-3.60, -1.78, -3.83], [1.53, 0.17, 1.79], [-2.91, 1.51, 1.85], [-1.44, -3.03, 0.30], [2.20, -4.55, 1.99], [1.86, 0.86, 5.76], [4.88, -0.97, 4.15], [-0.95, 0.75, 5.75], [1.02, -3.08, 4.07], [-0.27, 1.36, 6.81], [1.13, 1.41, 6.82], [6.87, -0.22, 2.97], [0.78, -4.47, 3.95], [-3.01, -0.83, -3.61], [-1.99, 1.21, 1.24], [1.85, -0.52, -1.68], [1.00, 2.78, -0.54], [6.05, 0.44, 2.02], [1.17, 0.26, 4.71], [4.66, 0.39, 2.15], [2.43, -3.17, 2.09], [6.28, -0.92, 4.03], [4.08, -0.33, 3.20], [-1.04, -1.98, 0.05], [1.82, -2.46, 3.13], [1.38, -5.19, 2.91], [-0.22, 0.21, 4.68], [-2.04, 0.70, 5.74], [1.19, -6.26, 2.82], [-0.74, -0.26, 3.84], [4.43, -1.52, 4.96], [0.13, -4.96, 4.67], [7.96, -0.19, 2.87], [2.95, 0.89, 5.77], [4.03, 0.90, 1.43], [6.91, -1.43, 4.77], [-0.85, 1.79, 7.64], [-0.22, 1.52, -0.98], [3.09, -2.65, 1.38], [0.57, -2.52, 4.90], [6.52, 0.98, 1.20], [1.65, 1.89, 7.66], [2.68, -5.10, 1.18]],
  "e_tot_ev": -102469.857,
  "total_charge": 1,
  "e_above_lowest_ev": 0.824,
  "multiplicity": 1
}

{
  "formula": "C8H10I2",
  "method": "wB97M-V/def2-TZVPD",
  "elements": ["I", "I", "C", "C", "C", "C", "C", "C", "C", "C", "H", "H", "H", "H", "H", "H", "H", "H", "H", "H"],
  "positions_angstrom": [[2.85, 0.81, 1.39], [-1.89, 0.28, 2.84], [0.03, 1.09, 2.36], [-1.31, 0.55, -1.04], [0.67, -1.28, -1.78], [-0.07, 1.01, -1.49], [0.93, 0.00, 1.87], [-0.57, -1.73, -1.33], [-1.56, -0.82, -0.96], [0.92, 0.09, -1.86], [0.13, 2.08, -1.55], [1.44, -2.00, -2.07], [-2.54, -1.18, -0.61], [0.56, -0.49, 0.95], [1.89, 0.45, -2.21], [1.10, -0.79, 2.63], [-0.14, 1.88, 1.61], [-2.09, 1.27, -0.75], [0.41, 1.58, 3.28], [-0.77, -2.81, -1.27]],
  "smiles": "c1ccccc1.ICCI",
  "e_tot_ev": -24659.579,
  "e_above_lowest_ev": 0.000,
  "multiplicity": 1
}

{
  "formula": "C12H16HgNO2S4",
  "method": "wB97M-V/def2-TZVPD",
  "elements": ["Hg", "S", "S", "S", "S", "O", "O", "N", "C", "C", "C", "C", "C", "C", "C", "C", "C", "C", "C", "C", "H", "H", "H", "H", "H", "H", "H", "H", "H", "H", "H", "H", "H", "H", "H", "H"],
  "positions_angstrom": [[0.78, -1.91, -2.02], [-1.93, 0.93, -3.41], [-2.52, -0.87, -0.54], [0.45, -0.94, 1.92], [0.10, 1.18, -0.57], [2.70, -0.68, 0.04], [0.82, -4.14, 0.85], [3.04, -1.09, 1.21], [-3.80, -0.25, -1.64], [0.04, -3.40, 0.49], [-1.11, 2.47, -2.88], [-1.44, 1.67, 0.25], [-3.48, 1.00, -2.46], [4.35, -1.37, 1.43], [4.83, -1.81, 2.64], [3.92, -1.99, 3.68], [2.10, -1.25, 2.22], [-2.34, 0.48, 0.64], [0.12, 2.34, -1.97], [2.59, -1.71, 3.46], [-1.87, 3.09, -2.42], [-4.30, 1.16, -3.17], [-1.18, 2.20, 1.17], [0.36, 3.35, -1.62], [4.25, -2.33, 4.66], [-1.97, 2.36, -0.39], [1.86, -1.84, 4.24], [-0.80, 2.98, -3.80], [-3.34, 0.85, 0.91], [-1.92, 0.00, 1.52], [-4.71, -0.05, -1.07], [5.89, -2.01, 2.75], [4.96, -1.21, 0.56], [-3.44, 1.87, -1.81], [-4.00, -1.09, -2.31], [0.97, 1.99, -2.55]],
  "e_tot_ev": -65804.088,
  "total_charge": -1,
  "e_above_lowest_ev": 0.000,
  "multiplicity": 1
}

{
  "formula": "C9H10FIN2OSSr",
  "method": "wB97M-V/def2-TZVPD",
  "elements": ["I", "Sr", "S", "F", "O", "N", "N", "C", "C", "C", "C", "C", "C", "C", "C", "C", "H", "H", "H", "H", "H", "H", "H", "H", "H", "H"],
  "positions_angstrom": [[1.36, 1.19, -1.37], [2.16, -3.71, 1.20], [2.60, 1.43, 2.16], [0.44, -2.60, 1.06], [2.23, -1.86, -0.17], [-2.34, -1.02, -3.51], [-2.13, 2.11, -2.53], [0.82, 1.95, 2.12], [-1.53, 1.47, -1.83], [-1.02, -0.91, -1.22], [-0.67, 0.62, -0.90], [-1.15, 1.04, 0.55], [-0.11, 0.75, 1.70], [1.06, -2.09, -0.18], [-1.81, -0.99, -2.52], [0.21, -1.85, -1.45], [0.59, 2.24, 3.16], [-1.32, 2.14, 0.52], [-2.13, 0.58, 0.76], [3.15, 2.06, 1.08], [0.85, -1.58, -2.31], [0.54, -0.13, 1.53], [0.67, 2.84, 1.47], [-1.71, -1.28, -0.43], [-0.72, 0.52, 2.60], [-0.21, -2.85, -1.71]],
  "e_tot_ev": -36991.531,
  "total_charge": 2,
  "multiplicity": 1
}

{
  "formula": "C22H38CdO3P2S",
  "method": "wB97M-V/def2-TZVPD",
  "elements": ["Cd", "S", "P", "P", "O", "O", "O", "C", "C", "C", "C", "C", "C", "C", "C", "C", "C", "C", "C", "C", "C", "C", "C", "C", "C", "C", "C", "C", "C", "H", "H", "H", "H", "H", "H", "H", "H", "H", "H", "H", "H", "H", "H", "H", "H", "H", "H", "H", "H", "H", "H", "H", "H", "H", "H", "H", "H", "H", "H", "H", "H", "H", "H", "H", "H", "H", "H"],
  "positions_angstrom": [[-2.81, -1.67, -0.42], [-0.88, 0.13, 3.43], [-1.70, -3.15, -2.63], [-2.04, -3.56, 0.77], [-2.28, 0.33, 3.09], [-0.12, 1.45, 2.22], [-0.25, -1.05, 2.84], [3.23, -5.51, -2.03], [1.73, 4.54, 2.55], [-1.48, -4.17, -4.26], [-3.09, -4.51, -0.53], [1.44, -4.75, -0.42], [2.13, 6.13, 4.46], [3.21, -4.41, -3.15], [1.98, -5.72, -1.19], [-3.09, -2.13, -3.33], [0.75, 4.02, 4.68], [0.19, 2.87, 4.16], [1.90, -3.94, -3.63], [-2.98, 0.44, -0.70], [1.32, -2.41, -1.60], [1.85, -3.31, -0.46], [-2.19, -4.74, -1.76], [0.37, 2.54, 2.78], [1.55, 4.87, 3.89], [-1.37, -5.15, 1.49], [1.25, -2.92, -3.05], [-2.94, -3.07, 2.30], [1.17, 3.42, 1.98], [-0.87, -5.80, 0.76], [-1.22, -5.19, -1.48], [-2.45, -2.17, 2.72], [-2.89, -3.87, 3.06], [1.51, -2.84, 0.47], [1.30, 3.18, 0.93], [-2.68, -5.41, -2.48], [-2.43, -4.71, -4.46], [-2.24, -5.70, 1.87], [1.85, -1.44, -1.56], [2.95, -3.21, -0.49], [1.45, -4.56, -4.41], [0.81, -5.02, 0.45], [1.69, 6.37, 5.42], [0.27, -2.14, -1.38], [-3.47, -2.64, -4.23], [-3.90, -1.95, -2.61], [-0.44, 2.24, 4.81], [-2.22, 0.95, -0.09], [2.37, 5.18, 1.94], [0.49, -2.43, -3.63], [1.61, -6.74, -1.07], [-2.80, 0.65, -1.76], [4.06, -5.24, -1.34], [0.60, 4.27, 5.73], [-3.43, -5.46, -0.08], [-0.69, -4.98, 2.34], [-1.27, -3.50, -5.10], [-2.61, -1.17, -3.60], [1.98, 6.96, 3.78], [-3.96, -2.83, 2.02], [3.46, -6.48, -2.51], [-3.96, -3.88, -0.80], [3.21, 6.02, 4.59], [3.73, -3.55, -2.72], [3.80, -4.77, -4.01], [-0.67, -4.91, -4.18], [-3.98, 0.81, -0.43]],
  "e_tot_ev": -63544.114,
  "e_above_lowest_ev": 0.000,
  "multiplicity": 1
}